No. 1
{"formula": "C3H14N2O2", "method": "ωB97M-V with the def2-TZVPD basis set", "e_homo_ev": -8.42, "gap_ev": 7.601, "e_tot_ev": -10409.470, "multiplicity": 1, "symbols": ["C", "O", "H", "H", "C", "N", "H", "H", "H", "H", "H", "H", "H", "H", "H", "O", "H", "H", "H", "N", "C"], "coordinates": [[1.72607, 0.91133, 0.24156], [-1.20229, 1.25828, 1.16576], [-3.47323, -1.64455, -1.01293], [-0.26435, -0.53195, 1.18638], [1.23941, -0.53691, -0.17418], [0.48779, -1.16561, 0.85754], [-1.27734, 1.59847, -1.87668], [3.10401, -0.93239, 0.82405], [3.19965, -0.53801, -0.99368], [-2.20346, -0.59524, -0.83802], [0.76357, 1.45760, -0.01471], [0.03937, -2.01663, 0.49653], [0.74507, -0.51574, -1.14307], [-1.22505, 1.14691, 0.06617], [-3.05059, -1.10661, 0.48673], [-0.99907, 0.93520, -1.23812], [-1.87666, 1.86993, 1.42623], [1.82725, 0.97322, 1.32149], [2.51387, 1.48972, -0.25193], [-2.69659, -1.39689, -0.42258], [2.62258, -0.66012, -0.10653]]}

=====

No. 2
{"formula": "C3H14N2O2", "method": "ωB97M-V with the def2-TZVPD basis set", "e_homo_ev": -8.88, "gap_ev": 8.197, "e_tot_ev": -10408.786, "multiplicity": 1, "symbols": ["H", "O", "H", "H", "H", "H", "H", "C", "H", "H", "C", "H", "H", "C", "H", "H", "H", "H", "O", "N", "N"], "coordinates": [[0.88542, -0.61009, 0.40062], [-0.60756, 2.00981, -0.32414], [-1.61251, -1.09478, -0.90331], [-1.45500, 2.38573, -0.58176], [0.59796, 1.17229, -1.15887], [-1.02487, -1.41773, 2.97848], [0.46544, -1.85695, -2.50343], [0.82532, 0.17073, -1.63694], [1.64212, 1.61744, 1.86234], [0.55775, 1.64672, 0.66453], [0.33185, -0.81558, -0.48163], [-2.09083, -0.30350, 3.21210], [-0.99884, -0.11933, 2.02827], [0.77441, -1.69907, -1.48343], [1.77584, -2.10790, -1.33507], [-1.14351, 0.47749, -0.36276], [0.11929, 0.22359, -2.46284], [1.89535, 0.22337, -1.85667], [1.21409, 1.09420, 1.18504], [-1.04760, -0.57271, -0.23725], [-1.10414, -0.42375, 2.99672]]}

=====

Calculated energy relative to the best compared isomer or geometry (same formula, charge and spin) in order - 4.3207; 5.0052 eV